Here is a 6-piece molecular cluster, C30H47BrN5OS overall from the OMol25 dataset. Energies are from ωB97M-V/def2-TZVPD.

Summary:
- total charge = +1
- orbital gap (eV) = 5.37
- calculated total energy (eV) = -122239.401
- LUMO level (Ha) = -0.147
- strongest force on any atom (eV/A) = 0.475

Geometry as XYZ:
```
85
Properties=species:S:1:pos:R:3:mulliken_charge:R:1
C -3.9140 0.7504 0.4551 -1.07
C -3.5295 0.0246 -0.8415 -0.46
C -2.0067 -0.1040 -0.9426 -0.19
C -1.4727 -1.0121 -2.0487 0.85
C -1.8989 -2.4890 -1.9244 -0.96
C -0.7182 -3.4424 -2.2022 -0.04
C -0.9292 -4.8681 -1.6764 -0.86
S -0.2853 -5.4028 -0.0713 0.40
O -1.5234 -5.3226 0.9325 -0.37
C 0.8378 -4.1134 0.5620 -0.43
Br -0.1649 -2.5336 1.0556 -0.01
C 1.6354 -4.6844 1.7538 -0.69
C 2.7256 -3.7027 2.2361 -1.17
H -4.9281 1.1582 0.4161 0.39
H -3.2043 1.5738 0.6159 0.10
H -3.8590 0.0714 1.3132 0.28
H -4.0212 -0.9590 -0.8807 0.31
H -3.8922 0.5804 -1.7162 0.34
H -1.6102 -0.4444 0.0312 -0.53
H -1.5967 0.9081 -1.0920 0.51
H -1.7760 -0.6106 -3.0277 0.56
H -0.3773 -0.9716 -2.0292 -1.09
H -2.3082 -2.6759 -0.9192 0.35
H -2.7100 -2.7237 -2.6292 0.37
H -0.5609 -3.5373 -3.2867 0.54
H 0.2111 -3.0092 -1.8136 -0.03
H -0.5228 -5.6353 -2.3520 0.50
H -2.0031 -5.0920 -1.5604 0.46
H -1.8898 -4.4225 0.9967 0.36
H 1.4871 -3.8385 -0.2814 0.67
H 0.9312 -4.9149 2.5652 0.39
H 2.0799 -5.6393 1.4351 0.45
H 2.4062 -3.1434 3.1233 0.32
H 3.6331 -4.2530 2.4956 0.34
H 2.9888 -2.9666 1.4633 0.34
N -2.2545 4.1354 0.4152 0.05
C -2.0377 4.3140 1.7552 -0.75
C -0.6842 4.4038 1.9530 -0.05
C -0.0629 4.2742 0.6809 -0.83
C -1.0571 4.1096 -0.2469 -0.70
H -3.1523 4.0318 -0.0185 0.23
H -2.8623 4.3491 2.4474 0.37
H -0.1933 4.5483 2.9014 0.75
H 0.9935 4.3061 0.4729 0.45
H -1.0131 3.9813 -1.3152 0.49
N -0.0891 -0.2900 3.9809 0.12
C 0.3396 -0.1631 5.2767 -0.44
C 0.6867 1.1456 5.4727 -0.85
C 0.4571 1.8371 4.2514 -0.11
C -0.0213 0.9267 3.3497 -0.38
H -0.4042 -1.1379 3.5537 0.04
H 0.3553 -1.0061 5.9459 0.41
H 1.0586 1.5659 6.3916 0.41
H 0.6173 2.8851 4.0620 0.39
H -0.3301 1.0475 2.3242 0.40
N 1.4942 0.4443 -2.5954 0.08
C 1.4765 -0.4634 -3.6212 -0.27
C 1.8296 0.1943 -4.7669 -0.66
C 2.0671 1.5527 -4.4195 -0.67
C 1.8494 1.6772 -3.0728 -0.58
H 1.2732 0.2388 -1.6402 0.15
H 1.2202 -1.4965 -3.4544 0.60
H 1.9106 -0.2522 -5.7437 0.49
H 2.3652 2.3463 -5.0834 0.42
H 1.9199 2.5296 -2.4195 0.50
N -1.3482 6.5400 4.7020 0.04
C -1.1335 6.1873 6.0069 -0.46
C -0.1469 6.9980 6.5012 -0.47
C 0.2488 7.8723 5.4517 -0.41
C -0.5101 7.5637 4.3546 -0.48
H -2.0110 6.1102 4.0860 0.20
H -1.6974 5.3967 6.4713 0.38
H 0.2469 6.9701 7.5032 0.41
H 1.0027 8.6398 5.4989 0.42
H -0.5245 7.9818 3.3629 0.37
N 3.2860 -4.1236 -7.1848 0.03
C 3.8689 -3.1038 -6.4850 -0.64
C 3.3798 -3.1391 -5.2073 -0.44
C 2.4647 -4.2268 -5.1387 -0.10
C 2.4289 -4.8135 -6.3773 -0.76
H 3.4622 -4.3336 -8.1494 0.19
H 4.5789 -2.4423 -6.9501 0.41
H 3.6446 -2.4601 -4.4145 0.50
H 1.8994 -4.5482 -4.2779 0.46
H 1.8744 -5.6589 -6.7462 0.37
```